Entry 1:
Density functional theory data (the ωB97M-V functional and the def2-TZVPD basis) for C53H50Br2N2O2Ru as an isolated structure.

```
! RIJCOSX wB97M-V def2-TZVPD def2/J DEFGRID3
* xyz -1 2
Ru 0.284 0.521 -1.159
C 1.164 4.596 0.777
C 0.387 3.370 1.250
C -0.830 3.779 2.081
C 1.228 2.375 2.014
C 2.150 2.820 2.951
C 2.899 1.925 3.697
C 2.736 0.570 3.482
C 1.830 0.075 2.546
C 1.799 -1.431 2.336
C 1.389 -2.189 3.604
C 3.167 -1.935 1.862
C 1.037 0.992 1.825
N 0.073 0.546 0.875
C -0.916 -0.257 1.277
C -1.523 -1.099 0.321
N -1.149 -0.989 -0.959
C -1.480 -2.086 -1.812
C -2.644 -2.126 -2.611
C -2.886 -3.272 -3.367
C -2.024 -4.354 -3.364
C -0.879 -4.294 -2.593
C -0.594 -3.177 -1.816
C 0.658 -3.184 -0.961
C 1.919 -3.404 -1.797
C 0.539 -4.232 0.150
C -3.663 -1.006 -2.778
C -3.086 0.093 -3.666
C -4.262 -0.434 -1.495
C -2.434 -2.017 1.034
C -3.225 -3.088 0.707
C -3.972 -3.728 1.733
C -3.940 -3.319 3.041
C -3.119 -2.218 3.415
C -2.960 -1.669 4.718
C -2.115 -0.606 4.912
C -1.361 -0.024 3.858
C -1.489 -0.541 2.596
C -2.390 -1.621 2.399
H 0.529 5.200 0.126
H 2.041 4.295 0.203
H 1.486 5.233 1.607
H 0.031 2.863 0.360
H -0.518 4.297 2.994
H -1.415 2.903 2.373
H -1.479 4.445 1.509
H 2.281 3.885 3.100
H 3.614 2.283 4.428
H 3.341 -0.130 4.045
H 1.070 -1.656 1.559
H 2.121 -2.035 4.401
H 1.344 -3.261 3.398
H 0.414 -1.872 3.973
H 3.942 -1.723 2.602
H 3.445 -1.473 0.919
H 3.141 -3.018 1.718
H -3.782 -3.304 -3.977
H -2.242 -5.230 -3.961
H -0.195 -5.135 -2.581
H 0.758 -2.201 -0.504
H 1.913 -4.379 -2.290
H 2.802 -3.352 -1.156
H 2.014 -2.628 -2.557
H 0.460 -5.238 -0.271
H -0.343 -4.056 0.767
H 1.419 -4.208 0.795
H -4.494 -1.465 -3.326
H -2.179 0.479 -3.214
H -3.789 0.923 -3.775
H -2.838 -0.293 -4.657
H -3.534 0.149 -0.940
H -4.646 -1.224 -0.847
H -5.091 0.230 -1.751
H -3.293 -3.458 -0.309
H -4.594 -4.572 1.461
H -4.530 -3.832 3.791
H -3.508 -2.092 5.552
H -2.005 -0.196 5.909
H -0.680 0.792 4.069
Br 0.719 0.645 -3.690
C -0.208 2.311 -3.865
C -0.110 2.995 -5.038
C -0.864 4.177 -5.193
C -1.709 4.581 -4.200
C -1.832 3.850 -2.991
C -2.768 4.225 -1.999
C -2.889 3.461 -0.871
C -2.054 2.349 -0.653
C -1.073 1.952 -1.544
C -1.021 2.700 -2.775
H 0.519 2.630 -5.838
H -0.785 4.742 -6.114
H -2.318 5.469 -4.327
H -3.388 5.099 -2.161
H -3.624 3.724 -0.117
H -2.169 1.799 0.275
Br 7.782 -1.316 -0.710
C 6.534 0.099 -0.466
C 6.985 1.315 0.020
C 6.071 2.345 0.199
C 4.733 2.157 -0.110
C 4.300 0.929 -0.593
C 5.203 -0.113 -0.769
C 2.846 0.703 -0.881
O 2.407 -0.470 -0.974
O 2.089 1.709 -0.988
H 8.031 1.452 0.258
H 6.411 3.296 0.588
H 4.005 2.943 0.030
H 4.848 -1.068 -1.132
*
```

Relative energy (zero: lowest compared OMol25 entry of this formula, charge and spin) = 0.00 kJ/mol
Total energy = -205520.5749 eV
<S²> = 0.772
Molecular weight = 1007.9 g mol⁻¹
E_HOMO (alpha / beta) = -3.2 / -4.0 eV

=====

Entry 2:
Density functional theory data (the ωB97M-V functional and the def2-TZVPD basis) for C53H50ClFO2PbS2Se as an isolated structure in a non-equilibrium geometry.

```
! RIJCOSX wB97M-V def2-TZVPD def2/J DEFGRID3
* xyz 0 1
Pb 0.237 -0.938 2.673
C 0.211 -1.824 6.494
C -0.475 -0.735 5.560
C -1.703 -1.025 4.940
C -2.246 -2.422 5.049
C -2.337 -0.016 4.170
C -3.537 -0.334 3.350
C -1.750 1.274 4.148
C -2.387 2.401 3.356
C -0.536 1.543 4.780
C 0.166 2.875 4.460
C 0.086 0.562 5.540
C 1.227 0.835 6.508
H -0.285 -1.816 7.462
H 1.287 -1.604 6.555
H 0.107 -2.759 6.033
H -1.743 -2.995 4.255
H -3.321 -2.428 4.894
H -2.028 -2.855 6.021
H -4.504 -0.436 3.886
H -3.409 -1.308 2.876
H -3.679 0.447 2.558
H -2.222 2.370 2.264
H -1.996 3.360 3.682
H -3.494 2.432 3.532
H -0.221 3.699 5.075
H 0.003 3.039 3.391
H 1.208 2.737 4.724
H 2.124 0.219 6.222
H 0.927 0.512 7.500
H 1.442 1.899 6.555
C -7.219 1.403 -2.559
C -5.868 1.369 -1.890
C -4.906 2.372 -2.194
C -3.603 2.229 -1.727
C -3.301 1.123 -0.957
C -4.270 0.199 -0.556
C -5.538 0.305 -1.072
S -1.620 0.920 -0.416
O -1.019 2.255 -0.173
C -1.009 0.188 -1.915
C -1.617 -1.057 -2.255
C -1.103 -1.738 -3.324
C -0.002 -1.268 -4.087
C 0.482 -2.045 -5.147
C 1.489 -1.608 -5.893
C 2.151 -0.430 -5.583
C 1.683 0.396 -4.572
C 0.559 0.002 -3.785
C 0.038 0.710 -2.642
C 0.759 1.991 -2.336
C 0.537 3.150 -3.055
C -0.436 3.256 -4.085
C -0.722 4.463 -4.696
C -0.053 5.650 -4.362
C 0.927 5.591 -3.354
C 1.199 4.371 -2.674
C 2.175 4.347 -1.613
C 2.341 3.211 -0.914
C 1.646 2.029 -1.324
S 1.772 0.681 -0.163
O 2.785 1.041 0.870
C 2.565 -0.583 -1.218
C 1.833 -1.716 -1.368
C 2.318 -2.722 -2.186
C 3.496 -2.555 -2.843
C 4.067 -3.615 -3.748
C 4.266 -1.393 -2.717
C 3.784 -0.388 -1.886
H -7.293 2.249 -3.266
H -8.047 1.573 -1.832
H -7.493 0.462 -3.050
H -5.207 3.257 -2.729
H -2.843 2.991 -1.905
H -3.998 -0.597 0.104
H -6.287 -0.430 -0.892
H -2.489 -1.483 -1.771
H -1.483 -2.710 -3.597
H -0.071 -2.998 -5.221
H 1.916 -2.233 -6.660
H 3.008 -0.036 -6.165
H 2.136 1.346 -4.333
H -1.060 2.405 -4.338
H -1.537 4.469 -5.407
H -0.334 6.607 -4.730
H 1.414 6.485 -2.951
H 2.637 5.308 -1.448
H 3.097 3.200 -0.140
H 0.911 -1.867 -0.799
H 1.809 -3.658 -2.287
H 3.416 -4.480 -3.847
H 5.017 -4.037 -3.381
H 4.209 -3.209 -4.738
H 5.107 -1.222 -3.339
H 4.323 0.543 -1.833
Cl -1.394 -4.415 1.298
Se -1.345 -2.306 0.779
F 5.335 -3.467 -0.564
C 4.438 -3.332 0.388
C 4.416 -2.160 1.119
C 3.482 -2.057 2.125
C 2.483 -3.012 2.412
C 1.426 -2.804 3.408
C 2.584 -4.176 1.640
C 3.507 -4.353 0.601
H 5.104 -1.337 0.891
H 3.524 -1.103 2.719
H 1.831 -2.460 4.354
H 0.807 -3.669 3.609
H 1.789 -4.930 1.759
H 3.421 -5.194 -0.080
*
```

Relative energy (zero: lowest compared OMol25 entry of this formula, charge and spin) = 55.49 kJ/mol
Total energy = -167371.6174 eV
Molecular weight = 1123.7 g mol⁻¹
E_HOMO = -7.2 eV

=====

Entry 3:
Density functional theory data (the ωB97M-V functional and the def2-TZVPD basis) for C53H52O2P2SiTeTi as an isolated structure in a non-equilibrium geometry.

```
! RIJCOSX wB97M-V def2-TZVPD def2/J DEFGRID3
* xyz 2 1
Ti -0.659 -0.298 -0.258
C 0.290 -3.396 0.718
C 0.956 -2.464 1.761
P 0.091 -0.895 2.192
C -0.569 -1.265 3.852
C -0.389 -0.306 4.842
C -0.625 -0.610 6.177
C -1.043 -1.891 6.508
C -1.185 -2.868 5.533
C -0.990 -2.551 4.199
C 1.308 0.444 2.398
C 2.635 0.231 2.801
C 3.463 1.332 2.925
C 2.980 2.605 2.698
C 1.662 2.816 2.330
C 0.817 1.722 2.179
P -1.283 -2.716 0.040
C -2.640 -3.050 1.204
C -3.323 -2.047 1.886
C -4.274 -2.414 2.812
C -4.579 -3.753 3.040
C -3.892 -4.762 2.375
C -2.896 -4.414 1.482
C -1.660 -3.527 -1.526
C -2.989 -3.872 -1.770
C -3.306 -4.446 -2.990
C -2.329 -4.671 -3.937
C -0.996 -4.363 -3.662
C -0.664 -3.749 -2.466
H 0.114 -4.388 1.120
H 0.963 -3.510 -0.128
H 1.882 -2.118 1.351
H 1.143 -3.012 2.676
H -0.024 0.689 4.587
H -0.511 0.153 6.920
H -1.230 -2.144 7.546
H -1.430 -3.892 5.786
H -1.099 -3.319 3.472
H 3.016 -0.757 3.032
H 4.485 1.214 3.249
H 3.644 3.463 2.821
H 1.305 3.810 2.209
H -0.212 1.850 1.885
H -3.120 -1.000 1.732
H -4.790 -1.640 3.375
H -5.334 -4.011 3.768
H -4.120 -5.787 2.568
H -2.358 -5.181 0.954
H -3.758 -3.695 -1.040
H -4.322 -4.742 -3.178
H -2.608 -5.164 -4.877
H -0.204 -4.599 -4.360
H 0.376 -3.495 -2.263
O -0.677 -0.550 -2.466
H 0.112 -0.798 -2.970
H -1.440 -0.737 -3.009
C -3.200 7.246 -1.147
C -3.166 5.739 -1.012
C -2.667 4.930 -2.015
C -2.575 3.548 -1.861
C -2.017 2.662 -2.982
C -3.038 3.011 -0.682
Te -2.913 0.960 -0.273
C -3.609 3.755 0.346
C -4.109 3.165 1.630
C -3.624 5.143 0.165
H -2.746 7.572 -2.081
H -2.629 7.677 -0.326
H -4.221 7.591 -1.096
H -2.367 5.404 -2.942
H -1.838 3.257 -3.872
H -2.761 1.902 -3.234
H -1.099 2.188 -2.682
H -3.318 2.746 2.260
H -4.813 2.361 1.431
H -4.649 3.923 2.214
H -4.050 5.735 0.951
O 1.111 -0.199 -0.506
Si 2.550 0.331 -1.325
C 4.013 -0.139 -0.307
C 4.261 -1.446 0.128
C 5.405 -1.774 0.804
C 6.398 -0.824 1.017
C 6.210 0.458 0.555
C 5.018 0.793 -0.087
C 2.315 2.157 -1.576
C 3.294 2.869 -2.286
C 3.086 4.208 -2.555
C 1.950 4.840 -2.068
C 0.960 4.118 -1.425
C 1.145 2.785 -1.170
C 2.524 -0.657 -2.930
C 2.179 -0.031 -4.149
C 2.019 -0.776 -5.304
C 2.160 -2.160 -5.251
C 2.513 -2.790 -4.055
C 2.724 -2.043 -2.925
H 3.528 -2.212 -0.065
H 5.538 -2.807 1.113
H 7.293 -1.093 1.541
H 6.935 1.221 0.715
H 4.852 1.823 -0.380
H 4.191 2.384 -2.652
H 3.809 4.753 -3.131
H 1.850 5.894 -2.267
H 0.047 4.593 -1.109
H 0.399 2.210 -0.635
H 2.033 1.038 -4.172
H 1.716 -0.302 -6.225
H 1.995 -2.782 -6.139
H 2.651 -3.856 -4.069
H 3.024 -2.562 -2.008
*
```

Relative energy (zero: lowest compared OMol25 entry of this formula, charge and spin) = 0.00 kJ/mol
Total energy = -116754.8154 eV
Molecular weight = 986.5 g mol⁻¹
E_HOMO (alpha / beta) = -12.9 / -12.9 eV

=====

Entry 4:
Density functional theory data (the ωB97M-V functional and the def2-TZVPD basis) for C53H54AsN7RhSSe as an isolated structure in a non-equilibrium geometry.

```
! RIJCOSX wB97M-V def2-TZVPD def2/J DEFGRID3
* xyz 1 5
Rh -0.406 0.194 -0.213
C 3.756 -0.641 -0.770
C 2.303 -0.318 -0.914
N 1.501 -0.182 0.158
N 1.916 -0.450 1.385
C 1.035 -0.576 2.315
N 1.359 -0.712 3.621
S -0.701 -0.536 1.924
C 1.650 -0.224 -2.152
C 2.289 -0.288 -3.419
C 1.545 -0.289 -4.562
C 0.136 -0.204 -4.474
C -0.436 -0.118 -3.232
N 0.264 -0.106 -2.100
H 3.960 -0.942 0.254
H 4.378 0.222 -1.007
H 4.032 -1.448 -1.446
H 2.304 -0.982 3.839
H 0.640 -1.047 4.240
H 3.365 -0.345 -3.454
H 2.008 -0.367 -5.533
H -0.475 -0.200 -5.361
H -1.510 -0.043 -3.118
C -6.871 -0.864 0.489
C -6.126 -0.249 1.480
C -4.893 0.307 1.186
C -4.401 0.278 -0.114
C -5.158 -0.332 -1.107
C -6.382 -0.908 -0.807
As -2.656 1.080 -0.559
C -3.201 2.052 -2.158
C -3.420 1.565 -3.437
C -3.804 2.420 -4.458
C -3.950 3.774 -4.206
C -3.759 4.271 -2.928
C -3.414 3.416 -1.886
C -3.301 3.794 -0.476
C -3.612 5.038 0.065
C -3.545 5.234 1.434
C -3.134 4.211 2.274
C -2.821 2.971 1.744
C -2.916 2.753 0.382
H -7.831 -1.299 0.724
H -6.514 -0.196 2.487
H -4.316 0.777 1.972
H -4.787 -0.342 -2.126
H -6.959 -1.383 -1.586
H -3.335 0.506 -3.659
H -3.999 2.022 -5.444
H -4.227 4.438 -5.012
H -3.880 5.328 -2.744
H -3.924 5.851 -0.575
H -3.821 6.190 1.853
H -3.079 4.376 3.340
H -2.508 2.168 2.398
C 1.656 4.346 3.531
C 2.079 4.840 2.302
C 1.640 4.272 1.132
C 0.748 3.173 1.150
C 0.386 2.653 2.406
C 0.814 3.240 3.571
N 0.272 2.642 -0.002
C 0.075 3.485 -1.051
C -0.398 4.803 -0.848
C -0.608 5.644 -1.917
C -0.331 5.223 -3.212
C 0.136 3.932 -3.430
C 0.318 3.070 -2.372
H 1.982 4.820 4.443
H 2.752 5.684 2.257
H 2.000 4.630 0.178
H -0.282 1.808 2.429
H 0.481 2.842 4.520
H -0.618 5.131 0.158
H -0.979 6.644 -1.742
H -0.463 5.894 -4.048
H 0.381 3.601 -4.431
H 0.756 2.101 -2.536
C -1.760 -5.632 1.482
C -2.491 -5.650 0.148
C -3.591 -4.591 0.049
C -3.068 -3.173 -0.206
N -2.379 -3.097 -1.470
C -1.038 -3.147 -1.636
Se 0.196 -2.980 -0.296
N -0.753 -3.269 -2.952
C 0.554 -3.475 -3.522
C 0.779 -4.937 -3.919
C 0.900 -5.886 -2.726
C 2.236 -5.778 -2.005
C -1.937 -3.284 -3.655
C -2.208 -3.364 -5.014
C -3.537 -3.338 -5.394
C -4.566 -3.246 -4.456
C -4.306 -3.175 -3.100
C -2.974 -3.183 -2.710
H -1.008 -6.418 1.509
H -2.455 -5.796 2.303
H -1.253 -4.683 1.644
H -2.939 -6.635 0.008
H -1.766 -5.511 -0.659
H -4.160 -4.577 0.980
H -4.275 -4.858 -0.759
H -2.370 -2.870 0.578
H -3.901 -2.464 -0.216
H 1.296 -3.167 -2.783
H 0.651 -2.832 -4.399
H 1.695 -4.986 -4.509
H -0.050 -5.255 -4.555
H 0.778 -6.908 -3.085
H 0.090 -5.693 -2.018
H 3.059 -5.950 -2.694
H 2.291 -6.521 -1.214
H 2.363 -4.797 -1.551
H -1.418 -3.440 -5.744
H -3.785 -3.396 -6.442
H -5.589 -3.228 -4.801
H -5.103 -3.121 -2.374
*
```

Relative energy (zero: lowest compared OMol25 entry of this formula, charge and spin) = 111.26 kJ/mol
Total energy = -206292.0502 eV
<S²> = 6.074
Molecular weight = 1077.9 g mol⁻¹
E_HOMO (alpha / beta) = -8.0 / -10.0 eV

=====

Which of these has the highest relative energy (zero: lowest compared OMol25 entry of this formula, charge and spin)?
C53H54AsN7RhSSe

=====

The highest relative energy (zero: lowest compared OMol25 entry of this formula, charge and spin) belongs to which entry?
C53H54AsN7RhSSe

=====

Among the records above, which one has the highest molecular weight?
C53H50ClFO2PbS2Se